(1)
Here is a 2-piece molecular cluster, C4H3BrF2 overall from the Open Molecules 2025 dataset. Energies are from wB97M-V/def2-TZVPD.

Properties
Lowest unoccupied orbital energy (alpha / beta): 0.9 / -2.6 eV
<S²>: 2.009
Multiplicity: 3
Frontier orbital gap (alpha / beta): 0.2813 / 0.2912 hartree

Atoms and positions in Å:
C (0.7617, 1.3047, -0.3293)
C (0.0386, 0.2593, -0.0232)
C (-0.7730, 1.3874, -0.4365)
C (0.0402, -1.9361, 0.5066)
F (-1.4465, 2.0527, 0.4773)
F (-1.2373, 1.5907, -1.6810)
Br (1.7606, -2.3755, 1.0830)
H (1.6545, 1.8670, -0.2596)
H (-0.1139, -2.1289, -0.5422)
H (-0.6850, -2.0213, 1.2049)

---

(2)
Here is one molecule with the formula C3H2ClNO2 from the Open Molecules 2025 dataset. Energies are from wB97M-V/def2-TZVPD.

Properties
Lowest unoccupied orbital energy: 0.5 eV
SMILES: Oc1coc(Cl)n1
Frontier orbital gap: 0.3541 hartree

Atoms and positions in Å:
O (-2.6386, -0.8079, 0.0096)
C (-1.4687, -0.1740, -0.0565)
C (-1.1829, 1.1256, -0.0426)
O (0.1709, 1.2674, 0.0139)
C (0.6155, 0.0193, -0.0435)
Cl (2.2912, -0.2913, 0.0216)
N (-0.2834, -0.9210, -0.0208)
H (-3.3405, -0.1697, 0.3549)
H (-1.6686, 2.0672, 0.0909)

---

Number 1: energy -79666.1346 eV, strongest force on any atom 4.04 eV/A. Number 2: energy -21249.8864 eV, strongest force on any atom 2.19 eV/A.